180
Properties=species:S:1:pos:R:3:forces:R:3:lowdin_charge:R:1 method="wB97M-V/def2-TZVPD" relative_energy_kj_mol=423.6 homo_lumo_gap_ev=9.27 e_homo_ev=-8.80 spin_multiplicity=1
C 0.91471 7.19833 5.52274 -1.06 0.51 -0.48 -0.05
C -0.18289 6.54528 4.66370 0.60 0.49 -0.99 -0.47
C -1.04703 5.55532 5.35777 -0.55 -2.43 -1.74 -0.08
O -1.08050 7.58295 4.07298 1.56 -1.09 -0.08 -0.08
H 1.53838 7.77373 4.88198 0.57 0.52 -0.89 0.06
H 1.61965 6.54353 6.03903 -0.69 -0.21 0.33 0.08
H 0.41764 7.96272 6.10753 0.13 -0.13 0.92 0.08
H 0.39530 6.00199 3.88095 -0.76 0.41 0.06 0.11
H -1.71070 5.03189 4.57604 0.89 0.80 0.81 0.09
H -1.77889 5.98849 6.02074 0.31 0.04 0.86 0.07
H -0.38326 4.71001 5.68769 -0.84 0.86 0.58 0.10
H -1.10704 7.37576 3.11940 -0.29 0.26 0.56 0.06
C 4.04933 -4.12912 -2.39024 -0.38 0.32 -0.36 -0.05
C 4.47555 -3.83836 -0.93958 0.27 -1.72 -0.29 -0.45
C 5.29211 -2.56771 -0.71623 -0.65 -0.61 -2.55 -0.05
O 3.24238 -3.89699 -0.18795 -0.26 0.45 0.62 -0.10
H 3.28169 -3.42847 -2.78353 0.28 -0.25 0.57 0.07
H 3.64278 -5.15859 -2.48495 0.23 0.66 0.16 0.09
H 4.88185 -4.02174 -3.09086 0.18 -0.14 0.25 0.08
H 5.04859 -4.73765 -0.65284 0.15 0.37 0.15 0.13
H 6.23904 -2.53520 -1.31506 -0.79 -0.36 0.45 0.11
H 5.53712 -2.49715 0.29932 0.21 0.56 1.51 0.06
H 4.65081 -1.78246 -1.12885 0.29 0.43 0.61 0.07
H 3.29918 -3.99590 0.79065 0.57 0.19 -1.19 0.11
C 0.21171 -4.86180 0.59075 0.48 1.28 1.89 -0.05
C -0.18247 -5.02825 -0.87842 0.68 -1.34 1.00 -0.50
C -1.50143 -4.39969 -1.18542 -0.80 1.09 -0.46 -0.06
O 0.90177 -4.62213 -1.69887 -1.39 -0.27 -0.84 -0.04
H 1.21885 -5.31193 0.82838 -0.88 0.59 -0.51 0.08
H -0.43199 -5.29020 1.39417 -0.10 -0.13 -1.04 0.07
H 0.20593 -3.74182 0.90089 0.33 -1.65 -0.80 0.08
H -0.36704 -6.11592 -1.03981 0.47 0.38 -0.08 0.14
H -1.78129 -4.51530 -2.25449 0.36 0.33 0.52 0.09
H -1.56932 -3.32095 -0.86152 0.08 -0.97 -0.46 0.07
H -2.25401 -4.97801 -0.64627 -0.11 0.19 0.19 0.08
H 1.60060 -4.24373 -1.18040 0.72 0.32 0.74 0.02
C -3.64714 -4.38531 3.45383 -1.31 0.33 0.89 -0.05
C -3.37309 -3.51831 4.73239 -1.51 -0.87 -0.56 -0.44
C -3.39845 -2.00049 4.57938 -0.25 -1.30 -2.33 -0.04
O -4.41284 -3.90590 5.66104 1.36 -0.52 0.52 -0.07
H -4.66892 -4.10997 3.06767 1.06 0.01 0.02 0.09
H -3.77350 -5.44775 3.73526 0.31 0.53 0.15 0.08
H -2.89667 -4.33774 2.68735 0.35 0.32 -0.47 0.04
H -2.46078 -3.84095 5.20515 0.45 -0.09 0.12 0.12
H -2.89347 -1.68545 3.65935 0.66 -0.02 0.44 0.05
H -3.03321 -1.54197 5.44892 0.41 0.87 1.02 0.07
H -4.39869 -1.69080 4.31415 -0.70 0.14 0.50 0.07
H -5.18977 -3.40136 5.48907 -0.82 0.63 -0.31 0.06
C 1.52744 -1.20843 1.07048 -0.76 -0.95 0.28 -0.06
C 0.15146 -0.72252 0.64235 1.21 2.29 2.40 -0.44
C -0.71974 -0.53638 1.94253 -0.33 -0.23 -1.04 -0.03
O 0.34101 0.55912 0.03266 -0.77 -0.17 -0.37 -0.09
H 2.01558 -0.53691 1.78046 -0.04 0.12 -0.28 0.08
H 2.14061 -1.47438 0.21846 0.31 0.18 -0.13 0.06
H 1.29050 -2.13432 1.58956 0.54 -0.35 0.34 0.06
H -0.26296 -1.45174 0.00840 -0.87 -0.77 -1.19 0.09
H -0.09696 -0.31203 2.79211 0.45 -0.04 0.34 0.07
H -1.31296 -1.44295 2.18375 0.41 0.41 -0.22 0.06
H -1.40583 0.31463 1.86976 -0.05 -0.22 -0.39 0.07
H 0.84084 0.41860 -0.81245 -0.07 -0.19 0.35 0.04
C -5.85324 4.18447 -3.75227 0.98 1.43 -0.60 -0.11
O -5.53148 4.09498 -2.38327 -0.56 -0.18 0.24 -0.22
C -6.70356 4.04066 -1.56399 0.16 0.92 0.52 -0.20
C -6.31020 3.61181 -0.13862 -0.20 0.23 -0.55 -0.21
N -5.83647 2.24626 -0.11482 -0.16 -0.69 0.57 -0.05
C -5.38766 1.77293 1.19554 -0.89 -0.97 1.11 -0.20
C -4.89877 0.30726 1.16837 -0.68 0.47 -3.13 -0.19
O -3.87445 0.21100 0.14376 -0.45 1.27 1.37 -0.22
C -3.57364 -1.08698 -0.23000 -0.35 -0.06 -0.55 -0.14
H -6.47476 3.36901 -4.03291 -0.33 -1.01 -0.51 0.08
H -4.88803 4.22542 -4.33052 -1.05 -0.35 0.54 0.09
H -6.42420 5.10503 -4.04175 0.38 -0.35 0.58 0.10
H -7.45110 3.30432 -1.88795 0.28 -0.01 -0.47 0.12
H -7.18771 5.06693 -1.61851 0.38 -1.05 0.43 0.14
H -7.20068 3.67937 0.46583 -0.53 -0.03 0.27 0.11
H -5.61095 4.29780 0.32252 0.52 0.50 -0.04 0.10
H -5.09872 2.11950 -0.77824 0.46 -0.06 -0.34 0.08
H -6.30327 1.61712 1.87649 1.19 1.04 -0.68 0.14
H -4.61514 2.42838 1.66456 -0.54 -0.26 -0.10 0.12
H -5.77565 -0.29426 0.77417 0.77 0.32 0.65 0.13
H -4.56921 -0.06718 2.12254 0.26 -0.05 0.48 0.10
H -4.51435 -1.56111 -0.56402 0.48 -0.28 -0.25 0.10
H -3.16891 -1.65562 0.59403 0.27 -0.41 0.39 0.06
H -2.81680 -0.99392 -1.02065 -0.32 -0.37 0.07 0.09
C 0.07021 -7.67567 3.87251 -0.21 -0.62 0.64 -0.10
O 1.26919 -7.44735 3.14992 -1.24 -0.11 -0.29 -0.22
C 1.92392 -8.64741 2.79937 0.10 -0.10 -0.02 -0.24
C 3.25631 -8.19152 2.29019 0.98 1.23 -1.25 -0.22
N 3.92856 -7.40605 3.32376 -0.02 0.81 -0.26 -0.06
C 5.11600 -6.69931 2.84259 0.67 -0.04 -0.10 -0.21
C 6.20931 -6.64986 3.91168 0.43 -1.26 -0.10 -0.21
O 7.46428 -6.22511 3.35540 -1.03 0.52 0.99 -0.19
C 8.39535 -7.24023 3.13200 -1.56 -0.81 -0.16 -0.12
H -0.51217 -8.56366 3.52557 0.52 0.53 -0.11 0.10
H -0.60283 -6.81038 3.80238 0.46 -0.09 0.02 0.08
H 0.33419 -7.88047 4.93506 -0.31 0.23 -0.45 0.10
H 1.41193 -9.24617 2.05020 -0.44 0.29 -0.50 0.12
H 1.94090 -9.31533 3.65720 0.60 0.02 0.47 0.12
H 3.11902 -7.60963 1.26888 0.01 -0.82 1.80 0.15
H 3.98576 -8.95984 2.07397 -0.33 -0.77 -0.29 0.11
H 3.26490 -6.72366 3.67428 0.04 -0.12 0.07 0.10
H 4.94223 -5.67771 2.46901 -0.27 -0.14 0.03 0.11
H 5.58100 -7.24065 2.00340 -0.34 -0.01 0.11 0.12
H 6.28037 -7.70504 4.29640 0.11 0.90 -0.13 0.12
H 5.96747 -6.00576 4.75701 -0.06 0.13 -0.07 0.12
H 8.17932 -7.69582 2.18822 -0.30 -0.86 -0.75 0.08
H 8.41060 -8.01852 3.90463 0.14 0.30 0.07 0.10
H 9.31078 -6.78538 2.96921 2.03 0.87 0.24 0.06
C 2.86896 4.14925 2.58998 -1.09 0.31 -1.44 -0.08
O 1.46370 4.43648 2.46767 0.37 -0.10 0.16 -0.20
C 0.90130 3.52236 1.55875 0.43 -0.01 -1.12 -0.25
C -0.54816 3.69927 1.12774 0.13 0.77 0.66 -0.17
N -0.85615 5.12696 0.73371 0.12 -2.82 -1.13 -0.01
C -2.27746 5.17247 0.46372 -1.06 0.04 1.41 -0.25
C -2.83689 6.53218 0.19735 1.04 1.62 -1.46 -0.23
O -2.75277 7.32023 1.39570 -0.29 -0.69 -0.28 -0.22
C -3.11800 8.68655 1.24503 1.74 -0.30 0.17 -0.09
H 3.05862 3.10331 2.80257 -0.10 -0.26 0.60 0.08
H 3.20411 4.83976 3.31698 0.72 0.35 0.89 0.07
H 3.39720 4.32576 1.63075 -0.30 0.21 0.24 0.09
H 1.00262 2.53571 1.94923 -0.06 -1.10 0.49 0.10
H 1.57573 3.51389 0.67679 -0.53 0.19 -0.12 0.11
H -1.28101 3.33628 1.89650 0.61 0.45 -0.05 0.12
H -0.65860 2.93110 0.35052 -0.14 0.64 -0.42 0.10
H -0.57833 5.66396 1.51684 -0.01 0.87 0.82 0.07
H -2.85704 4.87399 1.38783 0.29 -0.43 -0.74 0.13
H -2.52326 4.49948 -0.37289 0.10 0.16 0.31 0.12
H -3.84383 6.47810 -0.26382 0.08 -0.02 0.72 0.12
H -2.20779 7.01875 -0.61795 -0.47 -0.24 0.85 0.14
H -2.73320 9.22004 2.16498 -0.75 -0.48 -1.12 0.11
H -4.16068 8.79833 1.04350 -0.98 0.14 0.36 0.07
H -2.61429 9.03904 0.33944 0.21 0.48 0.15 0.08
C -3.00397 1.75415 -2.89454 0.18 0.09 0.12 -0.10
O -2.61288 2.38382 -4.09199 -0.49 0.36 -0.38 -0.18
C -2.19227 3.70583 -3.79020 1.40 -0.39 -0.35 -0.25
C -1.67530 4.41335 -5.01582 1.17 -0.69 -0.07 -0.20
N -0.58852 3.60204 -5.61590 -1.58 -0.96 0.22 -0.04
C -0.14768 4.10136 -6.87666 0.84 1.28 -1.03 -0.25
C 1.16729 3.56248 -7.40898 -1.03 -0.70 0.86 -0.24
O 1.01834 2.20222 -7.75055 0.13 -0.24 0.04 -0.19
C 2.20891 1.67271 -8.30128 -1.40 -1.15 -0.86 -0.11
H -3.45669 0.77979 -3.04172 0.42 -0.22 -0.37 0.10
H -3.73026 2.33697 -2.39002 -1.14 0.80 0.37 0.04
H -2.17938 1.76751 -2.19714 0.63 -0.68 0.28 0.08
H -1.34525 3.59911 -3.08296 -0.45 0.41 0.10 0.13
H -2.97419 4.35477 -3.43736 -0.63 -0.10 0.89 0.10
H -1.22109 5.35062 -4.66894 -0.43 0.09 -0.28 0.13
H -2.51488 4.56037 -5.70207 0.05 0.35 -0.21 0.12
H -1.08530 2.71574 -5.78112 0.81 0.05 0.13 0.12
H 0.06687 5.15845 -6.76595 0.09 0.53 0.33 0.11
H -0.85493 4.12985 -7.71042 -0.55 -0.58 0.05 0.12
H 1.92900 3.73431 -6.65351 0.41 -0.26 0.22 0.12
H 1.41949 4.10812 -8.28828 0.34 0.70 -0.87 0.11
H 2.50754 2.24748 -9.16812 0.43 0.51 -0.14 0.08
H 1.97395 0.65925 -8.73615 0.24 0.83 0.86 0.10
H 2.96622 1.62647 -7.54409 0.72 -0.13 0.27 0.08
C 0.95121 -3.23055 -4.43809 0.81 -1.27 -1.00 -0.14
O 1.40741 -2.04569 -3.86677 0.69 0.35 -0.32 -0.20
C 0.41095 -1.04261 -3.78454 0.15 -0.47 -0.74 -0.22
C 1.07974 0.26787 -3.48191 1.12 0.99 -1.46 -0.18
N 1.91092 0.27685 -2.26188 -0.10 -2.50 -0.85 -0.08
C 2.56857 1.53119 -2.10822 -0.18 1.11 0.63 -0.23
C 3.45597 1.64678 -0.90411 1.30 1.20 -1.12 -0.23
O 4.52837 0.71903 -0.98486 -0.73 0.24 0.48 -0.18
C 5.13430 0.49528 0.26907 1.18 -0.45 -0.94 -0.12
H 0.95420 -3.25055 -5.54956 0.04 0.62 0.28 0.09
H -0.05705 -3.45374 -4.14648 -0.56 -0.29 0.49 0.07
H 1.62719 -4.06942 -4.16177 -0.59 0.64 0.19 0.08
H -0.23526 -1.38393 -3.00161 -0.90 0.17 0.68 0.11
H -0.17452 -0.98984 -4.74491 0.51 0.17 0.75 0.14
H 0.32101 1.07148 -3.41877 0.34 -0.31 -0.04 0.12
H 1.76876 0.50560 -4.40139 -1.22 -0.20 1.36 0.15
H 2.58956 -0.53498 -2.38429 -0.93 1.53 0.47 0.15
H 1.80468 2.31012 -1.84960 0.28 -0.41 -0.87 0.14
H 3.14763 1.81572 -2.99879 -0.21 0.14 -0.01 0.13
H 2.90917 1.68322 0.02406 -0.23 -0.77 0.52 0.10
H 3.87841 2.67849 -1.02300 -0.05 -0.47 0.34 0.14
H 6.10066 -0.00232 0.01515 -0.46 0.75 0.62 0.10
H 4.58271 -0.19409 0.85619 -0.84 -0.91 0.55 0.06
H 5.20830 1.38583 0.88470 0.51 0.47 -0.20 0.09